[1]
Molecular formula: CH8N3O3P
Method: DFT, wB97M-V/def2-TZVPD

Output
- Relative energy (zero: lowest compared OMol25 entry of this formula, charge and spin): 2.767 eV
- E_tot: -774.06837 a.u.
- Kohn-Sham gap (spin up / spin down): 6.47 / 8.51 eV
- E_HOMO (spin up / spin down): -0.2805 / -0.2940 hartree
- Strongest force on any atom: 4.85 eV/Å
- LUMO energy (spin up / spin down): -1.16 / 0.51 eV

Element x y z (Å)
H -2.405 1.489 -1.036
O -0.045 0.083 -1.057
H 2.171 1.729 -0.888
H 2.626 0.102 -1.292
N -1.975 1.880 -0.115
H 0.171 -2.104 -0.842
N 2.602 0.860 -0.561
H 2.974 -0.277 0.861
H -1.942 -1.633 0.501
H -2.745 2.463 0.288
P -0.288 0.032 0.412
O -0.350 -2.613 -0.137
C -0.942 -1.726 0.719
N 2.465 0.576 0.646
O -1.738 0.894 0.764
H -0.579 -1.752 1.739

---

[2]
Molecular formula: CH8N4
Method: DFT, wB97M-V/def2-TZVPD

Output
- Relative energy (zero: lowest compared OMol25 entry of this formula, charge and spin): 5.600 eV
- E_tot: -261.73131 a.u.
- Kohn-Sham gap: 8.19 eV
- E_HOMO: -0.2671 hartree
- Strongest force on any atom: 1.41 eV/Å
- LUMO energy: 0.92 eV

Element x y z (Å)
H -2.045 1.648 1.026
N 0.732 -0.037 0.170
C 1.980 -0.484 -0.449
N -1.354 0.598 -0.579
N -2.125 0.707 0.652
H -1.060 -1.249 0.119
H -3.109 0.556 0.448
H 1.906 -0.327 -1.525
N -0.649 -0.597 -0.562
H 2.152 -1.543 -0.258
H 2.817 0.095 -0.057
H 0.612 -0.307 1.147
H 0.142 0.940 -0.133

---

[3]
Molecular formula: CH8N5
Method: DFT, wB97M-V/def2-TZVPD

Output
- Relative energy (zero: lowest compared OMol25 entry of this formula, charge and spin): 2.527 eV
- E_tot: -316.37335 a.u.
- Kohn-Sham gap: 11.08 eV
- Total charge: +1
- E_HOMO: -0.5175 hartree
- Strongest force on any atom: 4.64 eV/Å
- LUMO energy: -3.00 eV

Element x y z (Å)
H 1.734 1.980 -0.233
N 2.199 -0.564 0.139
H -1.870 -0.744 -1.172
H 3.064 -0.307 0.540
H -2.811 -0.784 0.826
H 0.040 1.922 -0.397
H 1.967 -1.630 0.138
N -0.032 -0.598 -0.228
C 1.058 0.121 -0.088
N 0.932 1.456 -0.147
N -1.602 0.008 -0.616
H 0.032 -1.659 -0.180
N -2.389 0.001 0.379
H -2.324 0.797 1.040

---

[4]
Molecular formula: CH8N5S
Method: DFT, wB97M-V/def2-TZVPD

Output
- Relative energy (zero: lowest compared OMol25 entry of this formula, charge and spin): 3.069 eV
- E_tot: -714.47995 a.u.
- Kohn-Sham gap: 9.07 eV
- Total charge: +1
- E_HOMO: -0.4856 hartree
- Strongest force on any atom: 2.92 eV/Å
- LUMO energy: -4.14 eV

Element x y z (Å)
C -0.430 1.971 0.195
H 0.538 -0.840 2.085
H -1.347 -1.183 -1.066
H -1.569 0.672 1.393
N -0.069 -0.350 0.228
S -1.471 3.255 0.364
N 0.374 -1.285 1.167
H 0.508 1.466 -1.415
N -0.347 -0.977 -1.046
H -0.318 -2.042 1.341
N 0.800 1.734 -0.474
H 0.923 0.234 -0.178
H 1.439 2.548 -0.568
N -0.960 0.661 0.565
H 0.116 -1.895 -1.057

---

[5]
Molecular formula: CH8N5S
Method: DFT, wB97M-V/def2-TZVPD

Output
- Relative energy (zero: lowest compared OMol25 entry of this formula, charge and spin): 2.976 eV
- E_tot: -714.48339 a.u.
- Kohn-Sham gap: 8.96 eV
- Total charge: +1
- E_HOMO: -0.4862 hartree
- Strongest force on any atom: 4.66 eV/Å
- LUMO energy: -4.27 eV

Element x y z (Å)
C -1.597 -0.394 -0.430
H 0.471 -1.193 -0.626
H -0.817 -2.349 -0.566
N 1.360 -0.260 -0.035
H 2.083 -0.761 0.474
N -0.807 0.678 -0.079
N 0.345 0.390 0.721
H -1.073 1.628 0.005
H -0.643 -1.494 -1.945
H 1.924 0.264 -0.813
S -3.183 -0.595 -0.496
N -0.628 -1.487 -0.895
H 1.634 1.708 1.714
H 0.112 2.088 1.788
N 0.819 1.777 1.184

---

[6]
Molecular formula: CH8NO
Method: DFT, wB97M-V/def2-TZVPD

Output
- Relative energy (zero: lowest compared OMol25 entry of this formula, charge and spin): 0.617 eV
- E_tot: -172.62726 a.u.
- Kohn-Sham gap: 11.76 eV
- Total charge: +1
- E_HOMO: -0.5746 hartree
- Strongest force on any atom: 1.62 eV/Å
- LUMO energy: -3.87 eV

Element x y z (Å)
C -0.963 -1.378 -0.175
H -1.303 -1.879 -1.081
H 1.143 2.228 -0.170
H 1.070 1.836 1.436
N 0.583 1.765 0.557
H -0.302 2.273 0.614
H -1.745 -0.643 -0.018
H 0.710 -1.096 -1.194
O 0.303 -0.676 -0.451
H -0.730 -2.091 0.606
H 0.353 0.742 0.358

---

[7]
Molecular formula: CH8O4
Method: DFT, wB97M-V/def2-TZVPD

Output
- Relative energy (zero: lowest compared OMol25 entry of this formula, charge and spin): 1.431 eV
- E_tot: -343.78447 a.u.
- Kohn-Sham gap: 10.72 eV
- E_HOMO: -0.3706 hartree
- Strongest force on any atom: 3.93 eV/Å
- LUMO energy: 0.64 eV

Element x y z (Å)
O -1.782 1.024 5.075
H 1.949 3.111 1.735
H -0.993 -0.899 4.397
O 1.287 2.874 1.076
O 1.775 0.688 -4.185
H 1.827 3.102 0.300
H -2.049 -4.616 -2.769
H 2.540 0.088 -4.411
H 1.767 1.284 -5.028
C -1.083 0.291 4.357
O -2.247 -3.771 -2.379
H -0.724 0.693 3.300
H -2.268 -3.868 -1.467

---

[8]
Molecular formula: CH8O4
Method: DFT, wB97M-V/def2-TZVPD

Output
- Relative energy (zero: lowest compared OMol25 entry of this formula, charge and spin): 8.309 eV
- E_tot: -343.53168 a.u.
- Kohn-Sham gap: 4.44 eV
- E_HOMO: -0.3637 hartree
- Strongest force on any atom: 4.14 eV/Å
- LUMO energy: -5.46 eV

Element x y z (Å)
H 1.151 -3.151 1.073
H 0.093 -2.131 -0.097
H 0.158 -0.139 0.286
H -0.587 1.639 2.074
H -0.493 1.786 0.481
O 0.412 2.147 -0.708
H 0.624 2.977 -1.155
H -1.031 0.181 -1.081
O -1.017 1.401 1.244
H 0.766 -0.328 -1.342
O 0.769 -2.295 0.838
O -0.669 -1.686 -0.861
C -0.176 -0.402 -0.752

---

[9]
Molecular formula: CH8O5
Method: DFT, wB97M-V/def2-TZVPD

Output
- Relative energy (zero: lowest compared OMol25 entry of this formula, charge and spin): 0.066 eV
- E_tot: -419.12179 a.u.
- Kohn-Sham gap: 11.26 eV
- E_HOMO: -0.3907 hartree
- Strongest force on any atom: 0.62 eV/Å
- LUMO energy: 0.63 eV

Element x y z (Å)
H 0.946 1.266 -2.681
O -2.120 0.538 1.478
H 0.537 -0.980 -1.432
O 0.858 -1.883 -1.200
H -0.185 1.210 1.118
H 1.198 -2.949 0.503
O 0.084 -1.323 0.818
C 0.704 -2.060 0.093
H 1.249 1.620 1.387
H -3.069 0.602 1.606
O 0.517 1.788 0.786
O 0.632 0.742 -1.942
H 0.602 1.319 -1.162
H -1.954 0.109 0.628

---

[10]
Molecular formula: CH8OP3
Method: DFT, wB97M-V/def2-TZVPD

Output
- Relative energy (zero: lowest compared OMol25 entry of this formula, charge and spin): 1.538 eV
- E_tot: -1141.84713 a.u.
- Kohn-Sham gap: 9.07 eV
- Total charge: +1
- E_HOMO: -0.5171 hartree
- Strongest force on any atom: 3.68 eV/Å
- LUMO energy: -5.00 eV

Element x y z (Å)
P -0.345 -0.020 0.130
H -2.402 -1.933 0.098
P -1.060 2.040 -0.329
H -0.267 0.275 2.484
H 0.348 2.436 -0.722
H 2.360 0.246 1.065
H 2.365 0.295 -0.845
H 2.194 -1.272 -0.066
O -0.710 -0.141 1.652
C 2.069 -0.208 0.044
H -1.652 -1.331 -1.608
H -1.758 1.571 -1.404
P -1.142 -1.957 -0.498

---

[11]
Molecular formula: CH8OSi2
Method: DFT, wB97M-V/def2-TZVPD

Output
- Relative energy (zero: lowest compared OMol25 entry of this formula, charge and spin): 0.000 eV
- E_tot: -697.06900 a.u.
- Kohn-Sham gap: 11.11 eV
- E_HOMO: -0.3767 hartree
- Strongest force on any atom: 3.34 eV/Å
- LUMO energy: 0.86 eV

Element x y z (Å)
Si -1.937 0.926 0.100
H -0.322 -0.144 1.516
H -2.514 -0.394 0.322
H -2.284 1.364 -1.249
C -0.133 0.518 0.487
O 0.348 -0.475 -0.440
Si 1.839 -1.095 -0.569
H 1.965 -2.541 -0.612
H -2.546 1.712 1.147
H 0.554 1.355 0.761
H 2.401 -0.722 -1.888
H 2.628 -0.505 0.425

---

[12]
Molecular formula: CH8P4
Method: DFT, wB97M-V/def2-TZVPD

Output
- Relative energy (zero: lowest compared OMol25 entry of this formula, charge and spin): 1.289 eV
- E_tot: -1408.16711 a.u.
- Kohn-Sham gap (spin up / spin down): 7.26 / 7.68 eV
- E_HOMO (spin up / spin down): -0.3063 / -0.2877 hartree
- Strongest force on any atom: 1.32 eV/Å
- LUMO energy (spin up / spin down): -1.07 / -0.14 eV

Element x y z (Å)
P -0.613 1.443 -1.234
H -2.355 -1.427 -0.922
H 1.890 2.237 0.506
H -2.884 -1.823 0.968
C 2.457 1.334 0.608
P -0.344 -1.070 0.851
H 2.400 0.795 1.533
H 0.554 -2.124 1.003
H 3.290 1.167 -0.039
P 0.576 -0.346 -0.965
H -1.492 0.905 -2.179
P -1.945 -2.328 0.066
H -1.534 1.238 -0.197

---

[13]
Molecular formula: CH9N2Si
Method: DFT, wB97M-V/def2-TZVPD

Output
- Relative energy (zero: lowest compared OMol25 entry of this formula, charge and spin): 1.601 eV
- E_tot: -442.14616 a.u.
- Kohn-Sham gap: 11.77 eV
- Total charge: +1
- E_HOMO: -0.5784 hartree
- Strongest force on any atom: 3.42 eV/Å
- LUMO energy: -3.97 eV

Element x y z (Å)
C 2.024 -0.306 -0.164
H -3.699 0.068 -1.427
H 0.060 0.770 0.020
H -2.913 0.436 1.050
Si -2.670 0.120 -0.329
H 1.608 -1.133 -0.731
H -1.575 1.090 -0.960
H 0.330 -0.720 1.008
H 3.918 -0.028 -0.441
H 1.002 0.639 1.454
N 3.131 0.113 0.190
H -2.043 -1.179 -0.278
N 0.827 0.129 0.608

---

[14]
Molecular formula: CH9N3
Method: DFT, wB97M-V/def2-TZVPD

Output
- Relative energy (zero: lowest compared OMol25 entry of this formula, charge and spin): 0.487 eV
- E_tot: -207.73524 a.u.
- Kohn-Sham gap: 10.20 eV
- E_HOMO: -0.3356 hartree
- Strongest force on any atom: 2.32 eV/Å
- LUMO energy: 1.07 eV

Element x y z (Å)
N -0.381 0.068 2.706
H -0.473 -0.472 1.854
H 0.981 -3.658 -6.422
H 0.192 3.225 3.209
H 0.882 1.954 3.781
H -0.321 -3.294 -5.470
H 0.518 -2.085 -6.020
H 0.597 -0.064 2.953
H -0.055 1.793 1.475
N 0.216 -3.018 -6.291
N -0.053 2.295 3.533
C -0.537 1.463 2.422
H -1.566 1.791 2.271

---

[15]
Molecular formula: CH9N4O
Method: DFT, wB97M-V/def2-TZVPD

Output
- Relative energy (zero: lowest compared OMol25 entry of this formula, charge and spin): 2.533 eV
- E_tot: -337.41641 a.u.
- Kohn-Sham gap: 10.14 eV
- Total charge: +1
- E_HOMO: -0.5100 hartree
- Strongest force on any atom: 4.68 eV/Å
- LUMO energy: -3.74 eV

Element x y z (Å)
H -2.317 1.588 1.832
H -1.682 -0.461 -1.773
C 1.132 -1.401 -0.887
N 1.794 0.108 0.684
H -1.242 0.209 -0.190
H 2.514 -0.316 1.263
N -0.978 -0.303 -1.066
H 2.319 -2.817 -1.015
N -2.097 1.495 0.826
H 2.150 1.090 0.640
H -1.947 2.366 0.422
O 2.261 -1.890 -1.145
H -2.899 1.195 0.451
H 0.910 0.146 1.222
N 0.083 -1.010 -1.264

---

[16]
Molecular formula: CH9N5
Method: DFT, wB97M-V/def2-TZVPD

Output
- Relative energy (zero: lowest compared OMol25 entry of this formula, charge and spin): 1.537 eV
- E_tot: -317.16179 a.u.
- Kohn-Sham gap: 9.18 eV
- E_HOMO: -0.2957 hartree
- Strongest force on any atom: 3.86 eV/Å
- LUMO energy: 1.14 eV

Element x y z (Å)
H 1.109 1.127 -0.025
N 0.653 -0.682 1.013
H 0.860 -0.617 -2.861
H -0.647 -0.524 2.546
H -1.760 0.784 0.126
C 0.243 0.461 0.073
H -0.874 2.158 0.304
N 0.680 0.167 -2.238
H 1.463 -0.376 1.548
H -1.059 -1.578 1.366
N -0.024 -0.366 -1.079
N -0.919 1.175 0.535
H 0.531 -1.254 -0.516
N -0.278 -1.251 1.930
H 0.020 0.774 -2.722

---

[17]
Molecular formula: CH9N5
Method: DFT, wB97M-V/def2-TZVPD

Output
- Relative energy (zero: lowest compared OMol25 entry of this formula, charge and spin): 3.197 eV
- E_tot: -316.35611 a.u.
- Multiplicity: 3
- ⟨S²⟩: 2.02
- Kohn-Sham gap (spin up / spin down): 7.34 / 8.15 eV
- Total charge: +2
- E_HOMO (spin up / spin down): -0.5569 / -0.7294 hartree
- Strongest force on any atom: 8.69 eV/Å
- LUMO energy (spin up / spin down): -7.81 / -11.70 eV

Element x y z (Å)
N -1.476 -1.021 1.417
H -0.738 1.273 0.378
C -0.144 0.400 -0.113
H 0.031 -2.651 -0.547
N 0.417 -1.885 -0.020
H 2.274 1.946 -1.664
N 0.864 0.632 -0.893
H 0.992 2.725 -0.567
N -0.430 -0.878 0.156
H 1.374 -1.823 0.118
H -2.330 -1.536 1.181
H -0.925 -1.498 2.160
H 0.700 2.384 -2.089
H -1.822 -0.052 1.779
N 1.216 1.985 -1.296

---

[18]
Molecular formula: CH9NO4
Method: DFT, wB97M-V/def2-TZVPD

Output
- Relative energy (zero: lowest compared OMol25 entry of this formula, charge and spin): 0.789 eV
- E_tot: -399.22255 a.u.
- Kohn-Sham gap: 10.11 eV
- E_HOMO: -0.3612 hartree
- Strongest force on any atom: 1.47 eV/Å
- LUMO energy: 0.28 eV

Element x y z (Å)
H -1.702 -0.550 -2.188
N 1.130 0.310 0.815
H -2.525 -2.487 0.076
H 1.972 0.019 0.347
O -0.123 1.999 -1.190
O 2.038 -0.379 2.789
H -1.259 -1.720 0.351
O -1.956 -1.813 -0.310
C 1.131 0.128 2.155
O -1.219 -0.136 -2.925
H -0.500 -0.767 -3.063
H -0.157 2.947 -1.375
H 0.163 0.309 2.655
H 0.272 0.472 0.320
H -0.904 1.583 -1.572

---

[19]
Molecular formula: CH9NO5
Method: DFT, wB97M-V/def2-TZVPD

Output
- Relative energy (zero: lowest compared OMol25 entry of this formula, charge and spin): 0.405 eV
- E_tot: -474.49023 a.u.
- Kohn-Sham gap: 10.86 eV
- E_HOMO: -0.3888 hartree
- Strongest force on any atom: 2.45 eV/Å
- LUMO energy: 0.28 eV

Element x y z (Å)
O -0.110 1.344 1.308
O 1.180 -0.760 -2.127
H 0.908 -1.125 0.918
H 1.540 -0.026 1.326
H -1.580 -1.988 1.435
C -0.812 1.778 0.228
N -0.686 1.000 -0.862
H 1.801 -0.901 -1.377
O -1.481 2.790 0.226
H -0.932 -1.096 0.336
H -0.079 0.222 -1.105
O -0.818 -1.901 0.857
H 1.008 -1.683 -2.350
H -1.216 1.366 -1.636
H -0.536 1.752 2.082
O 1.813 -0.773 0.742